(1)
DFT (ωB97M-V/def2-TZVPD) results for C22H28N2O3S in the gas phase at a distorted geometry.

Element x y z (Å)
C -6.83 -2.21 -0.33
C -5.63 -1.31 -0.31
C -5.75 0.03 -0.66
C -4.65 0.88 -0.62
C -3.41 0.37 -0.23
C -3.26 -0.98 0.10
C -4.38 -1.80 0.06
H -4.28 -2.84 0.32
C -1.93 -1.54 0.47
H -1.92 -2.62 0.36
H -1.69 -1.28 1.50
H -1.15 -1.11 -0.17
N -2.31 1.25 -0.20
C -1.56 1.53 0.88
O -1.74 1.04 1.98
C -0.42 2.47 0.61
H -0.10 2.99 1.52
H -0.63 3.19 -0.18
S 1.05 1.47 0.02
O 0.46 0.47 -0.88
C 1.34 0.63 1.63
C 2.18 -0.64 1.55
O 3.05 -0.87 2.36
N 1.81 -1.48 0.57
H 1.16 -1.14 -0.14
C 2.44 -2.76 0.34
C 3.07 -2.86 -1.05
H 2.37 -2.46 -1.78
H 3.21 -3.92 -1.27
C 4.42 -2.15 -1.16
C 4.32 -0.66 -0.97
C 4.88 -0.04 0.13
C 4.79 1.33 0.30
C 4.13 2.10 -0.65
C 3.57 1.49 -1.76
C 3.67 0.12 -1.92
H 3.23 -0.35 -2.79
H 3.07 2.08 -2.50
H 4.06 3.17 -0.52
H 5.23 1.80 1.17
H 5.39 -0.63 0.88
H 5.10 -2.56 -0.41
H 4.84 -2.36 -2.15
H 1.68 -3.54 0.46
H 3.19 -2.89 1.12
H 1.86 1.35 2.26
H 0.38 0.39 2.07
H -2.10 1.73 -1.07
C -4.79 2.32 -0.99
H -4.38 2.96 -0.21
H -5.84 2.58 -1.13
H -4.26 2.54 -1.92
H -6.71 0.41 -0.96
H -6.54 -3.26 -0.35
H -7.43 -2.04 0.57
H -7.46 -2.00 -1.19

The spin multiplicity is 1. For the frontier orbital gap, the calculation gives 9.0 eV.


(2)
DFT (ωB97M-V/def2-TZVPD) results for C22H28N2O4 in the gas phase.

Element x y z (Å)
C 3.37 3.07 0.04
C 2.21 2.10 0.15
H 1.44 2.50 0.82
O 2.72 0.87 0.67
C 1.89 -0.24 0.55
C 0.57 -0.14 1.34
C 0.92 0.17 2.80
C -0.27 0.47 3.72
C -1.08 1.69 3.29
O -2.11 1.99 4.20
H -1.72 2.14 5.07
H -0.41 2.56 3.17
H -1.59 1.51 2.34
H 0.12 0.65 4.73
H -0.94 -0.39 3.76
H 1.46 -0.69 3.21
H 1.61 1.02 2.82
H -0.01 0.69 0.92
C -0.23 -1.44 1.17
C -0.04 -2.01 -0.20
C 0.80 -1.50 -1.10
O 1.66 -0.47 -0.83
C 0.88 -2.04 -2.49
O 0.17 -2.94 -2.88
N 1.82 -1.43 -3.25
C 2.08 -1.79 -4.60
C 3.48 -1.74 -5.12
C 2.48 -0.73 -5.58
H 2.10 -0.79 -6.59
H 2.58 0.29 -5.21
H 3.80 -2.51 -5.81
H 4.26 -1.42 -4.45
H 1.42 -2.58 -4.92
H 2.37 -0.70 -2.82
H -0.67 -2.83 -0.50
C -1.70 -1.21 1.38
C -2.51 -1.78 2.33
N -3.79 -1.31 2.20
C -3.84 -0.44 1.15
C -4.91 0.29 0.64
C -4.67 1.09 -0.45
C -3.40 1.17 -1.03
C -2.33 0.46 -0.52
C -2.54 -0.36 0.59
H -1.36 0.51 -0.99
H -3.25 1.80 -1.89
H -5.47 1.67 -0.87
H -5.89 0.22 1.09
H -4.56 -1.56 2.80
H -2.25 -2.49 3.09
H 0.10 -2.18 1.91
H 2.49 -1.07 0.95
H 1.76 1.92 -0.84
H 3.82 3.22 1.01
H 3.02 4.03 -0.35
H 4.13 2.68 -0.63

The spin multiplicity is 1. Its structure (SMILES) is CCO[C@@H]1OC(C(=O)NC2CC2)=C[C@H](c2c[nH]c3ccccc23)[C@H]1CCCO. For the frontier orbital gap, the calculation gives 8.6 eV.


(3)
DFT (ωB97M-V/def2-TZVPD) results for C22H28N2O5 in the gas phase.

Element x y z (Å)
O -4.01 -0.84 1.54
C -3.75 -1.68 0.70
N -3.87 -1.52 -0.62
H -3.58 -2.28 -1.22
C -4.22 -0.28 -1.28
C -3.08 0.21 -2.17
H -3.44 1.03 -2.78
C -1.88 0.68 -1.34
N -2.24 1.92 -0.66
C -1.95 1.96 0.76
C -0.46 2.19 1.03
O -0.02 3.39 0.42
C -0.25 3.36 -0.97
C -1.74 3.12 -1.29
H -1.88 3.06 -2.37
H -2.32 3.96 -0.90
H 0.07 4.33 -1.35
H 0.36 2.58 -1.43
H -0.26 2.31 2.10
H 0.12 1.34 0.64
H -2.29 1.03 1.23
H -2.52 2.79 1.19
H -1.02 0.81 -2.00
H -1.63 -0.09 -0.61
H -2.76 -0.60 -2.84
H -4.40 0.46 -0.49
H -5.13 -0.42 -1.86
C -3.23 -3.08 1.07
H -4.00 -3.83 0.83
O -2.12 -3.43 0.28
C -0.97 -2.71 0.44
C 0.03 -2.94 -0.51
C 1.23 -2.25 -0.43
C 1.48 -1.34 0.61
C 0.47 -1.14 1.55
C -0.74 -1.79 1.46
H -1.50 -1.58 2.20
H 0.62 -0.44 2.36
C 2.76 -0.66 0.62
C 3.64 -0.90 -0.38
C 3.34 -1.85 -1.45
O 4.08 -2.11 -2.36
O 2.14 -2.50 -1.40
C 4.97 -0.23 -0.49
C 5.04 1.02 0.37
C 4.55 0.68 1.77
C 3.07 0.30 1.73
H 2.47 1.21 1.58
H 2.77 -0.13 2.68
H 5.13 -0.16 2.17
H 4.69 1.53 2.45
H 4.42 1.81 -0.05
H 6.07 1.39 0.41
H 5.74 -0.94 -0.19
H 5.16 0.01 -1.55
H -0.13 -3.64 -1.30
H -3.02 -3.13 2.14

The spin multiplicity is 1. Its structure (SMILES) is O=C(COc1ccc2c3c(c(=O)oc2c1)CCCC3)NCCCN1CCOCC1. For the frontier orbital gap, the calculation gives 8.3 eV.


It is found that the ΔE to the lowest compared entry with this formula, charge and spin values, taken in the order of the records, are 0.182, 2.827, 1.559 eV.
It is found that the LUMO values, taken in the order of the records, are 0.332, 0.690, 0.170 eV.